No. 1
39
Properties=species:S:1:pos:R:3:forces:R:3 method="wB97M-V/def2-TZVPD" energy_ha=-993.71928 relative_energy_kcal_mol=33.86
O -3.988 0.522 0.714 -0.429 0.080 0.016
H -3.650 0.761 -0.157 0.161 -0.024 0.195
H -3.503 -0.257 1.002 0.342 0.121 -0.072
O 1.507 -0.460 2.140 -0.464 -0.209 0.455
H 1.411 -0.685 3.068 0.028 -0.243 0.047
H 1.620 0.500 2.128 0.349 0.674 -0.284
O -0.041 -3.981 1.076 -0.126 -0.037 0.063
H 0.376 -4.148 0.229 0.175 -0.073 -0.103
H -0.381 -3.085 1.006 -0.130 0.169 0.084
O 3.467 1.093 -1.736 0.346 0.042 0.077
H 3.226 0.174 -1.905 0.088 -0.042 0.028
H 2.629 1.547 -1.622 0.188 0.236 -0.078
O -0.817 2.982 0.365 -0.174 0.265 0.112
H -1.398 2.412 -0.152 -0.024 -0.401 -0.121
H -1.415 3.595 0.799 -0.045 0.113 0.121
O 1.241 2.824 -1.868 -0.129 0.061 -0.251
H 0.743 3.629 -1.712 -0.032 0.080 0.137
H 0.707 2.129 -1.473 -0.149 -0.114 0.203
O 3.740 -1.472 0.896 0.146 -0.310 -0.321
H 4.182 -1.640 1.730 0.048 0.001 0.077
H 2.849 -1.197 1.145 0.235 0.072 0.140
O -2.866 -1.716 -1.648 0.081 0.216 0.031
H -2.664 -2.527 -2.121 0.096 -0.030 -0.168
H -3.270 -2.009 -0.827 -0.093 0.038 0.136
O 0.432 -0.060 -0.299 -0.362 -0.102 -0.237
H -0.494 -0.306 -0.375 -0.215 0.053 -0.059
H 0.731 -0.489 0.516 0.089 0.183 0.203
O -2.150 -1.601 1.758 -0.074 0.001 -0.238
H -2.907 -2.137 2.011 -0.003 -0.259 0.150
H -1.850 -1.203 2.580 0.097 0.117 0.073
O 2.025 -1.185 -2.193 -0.283 -0.365 -0.345
H 2.004 -2.134 -2.069 0.228 -0.166 -0.005
H 1.348 -0.844 -1.585 0.065 0.169 0.105
O 1.623 2.238 1.480 -0.194 -0.265 0.564
H 0.664 2.321 1.377 -0.033 0.140 -0.390
H 1.963 3.102 1.244 0.244 -0.032 -0.118
O -2.175 1.212 -1.516 -0.168 0.233 0.049
H -2.502 1.775 -2.222 0.050 0.123 -0.154
H -2.418 0.320 -1.785 0.073 -0.515 -0.121

No. 2
58
Properties=species:S:1:pos:R:3:forces:R:3 method="wB97M-V/def2-TZVPD" energy_ha=-2030.04237 relative_energy_kcal_mol=49.91 total_charge=+1 spin_multiplicity=2 s_squared=0.783
Ru 0.010 -0.004 0.242 1.336 3.698 -1.102
N 1.995 2.164 3.546 -0.054 -0.331 -0.039
C 1.493 1.336 2.620 -1.160 0.735 -1.385
S 0.265 1.991 1.521 -0.185 -0.303 0.136
N 1.921 0.115 2.511 1.991 -0.550 1.382
N 1.435 -0.642 1.549 -1.401 -2.126 -0.617
C 1.816 -1.931 1.421 0.339 2.536 1.252
C 2.839 -2.552 2.273 0.290 -0.156 0.138
C 2.542 -3.724 2.972 -0.083 0.224 -0.024
C 3.519 -4.367 3.709 0.031 -0.056 0.052
C 4.808 -3.860 3.749 -0.137 0.017 0.061
C 5.106 -2.691 3.068 0.089 0.019 0.031
C 4.130 -2.030 2.345 -0.139 -0.117 -0.119
C 1.132 -2.666 0.418 -1.378 -0.918 -1.884
C 1.324 -4.040 0.139 0.372 1.116 0.541
C 0.514 -4.675 -0.765 -0.896 0.303 -0.610
C -0.502 -3.947 -1.411 0.777 -0.571 0.365
C -0.604 -2.598 -1.157 -0.127 0.049 -0.203
N 0.190 -1.959 -0.298 0.049 -1.015 0.363
H 1.621 3.093 3.641 -0.054 -0.078 -0.016
H 2.595 1.805 4.269 0.065 -0.064 -0.018
H 1.532 -4.106 2.962 -0.067 -0.096 -0.013
H 3.272 -5.268 4.250 -0.025 -0.056 0.061
H 5.568 -4.364 4.329 0.055 -0.022 -0.027
H 6.110 -2.297 3.103 0.089 0.090 -0.009
H 4.375 -1.127 1.808 0.010 0.131 -0.035
H 2.119 -4.567 0.646 -0.041 -0.019 0.012
H 0.643 -5.728 -0.969 0.022 -0.039 -0.021
H -1.167 -4.422 -2.112 -0.093 -0.010 -0.063
H -1.351 -1.997 -1.662 0.039 0.036 0.026
O -4.297 1.371 -3.017 0.143 0.458 -0.345
C -4.845 0.487 -2.189 -0.192 -0.483 0.439
C -6.166 0.095 -2.445 0.321 0.051 -0.059
C -6.787 -0.843 -1.651 0.221 0.146 0.099
C -6.124 -1.386 -0.555 0.208 -0.071 0.211
C -4.838 -0.977 -0.259 -0.256 -0.156 0.043
C -4.170 -0.060 -1.070 -0.087 0.527 -0.130
C -2.773 0.287 -0.771 0.332 0.142 -0.442
O -2.264 0.151 0.372 1.432 -1.158 0.800
N -2.041 0.697 -1.821 -0.812 -0.019 -1.059
N -0.744 0.667 -1.621 1.742 -0.755 0.087
C 0.092 0.759 -2.639 -2.036 0.015 0.591
C 1.490 0.743 -2.393 1.555 0.151 0.404
C 2.475 0.783 -3.401 -0.802 0.086 0.474
C 3.803 0.844 -3.046 0.210 0.006 0.567
C 4.148 0.882 -1.693 -0.258 0.067 -0.388
C 3.133 0.821 -0.755 0.428 0.070 0.293
N 1.857 0.738 -1.087 -1.542 -1.277 0.352
H -3.349 1.486 -2.799 -0.159 -0.210 -0.071
H -6.661 0.527 -3.298 -0.067 0.084 -0.109
H -7.796 -1.150 -1.873 -0.145 -0.032 -0.068
H -6.614 -2.125 0.060 -0.017 -0.026 0.083
H -4.319 -1.382 0.596 0.054 -0.009 0.085
H -0.309 0.861 -3.642 -0.025 0.076 0.087
H 2.174 0.777 -4.435 -0.074 0.016 -0.151
H 4.575 0.878 -3.798 0.044 -0.013 -0.118
H 5.174 0.958 -1.376 0.085 0.006 0.043
H 3.353 0.864 0.305 -0.019 -0.118 0.047

No. 3
20
Properties=species:S:1:pos:R:3:forces:R:3 method="wB97M-V/def2-TZVPD" energy_ha=-3521.43994 relative_energy_kcal_mol=0.00
C 1.052 2.491 0.583 0.845 0.323 1.112
C -0.318 1.862 0.489 0.738 -2.514 1.282
Si -0.261 0.054 -0.245 -0.933 0.672 0.839
Cl 0.937 0.339 -1.826 1.403 -0.023 -1.325
C 0.406 -1.343 0.851 -0.843 1.222 0.199
C 0.950 -2.477 0.070 2.023 -0.874 -0.848
C -1.792 -0.547 -1.215 -0.405 -0.040 0.649
Br -3.493 0.112 -0.593 -0.580 0.518 0.517
H 1.852 1.920 1.166 -1.205 0.638 -0.837
H 1.256 2.500 -0.444 1.611 0.229 -1.357
H 1.098 3.568 0.888 -0.420 -0.961 0.121
H -0.940 2.417 -0.103 -1.306 1.466 -2.364
H -0.894 1.945 1.363 -0.543 -0.504 1.875
H 1.174 -0.929 1.423 1.166 1.015 1.364
H -0.409 -1.629 1.541 0.328 -0.068 -0.239
H 0.079 -2.782 -0.392 -1.456 -1.669 -1.729
H 1.709 -2.219 -0.732 -0.950 0.064 0.963
H 1.392 -3.354 0.596 -0.450 0.806 0.160
H -1.823 -0.327 -2.260 0.518 0.423 -0.560
H -1.974 -1.603 -1.160 0.459 -0.722 0.177

No. 4
57
Properties=species:S:1:pos:R:3:forces:R:3 method="wB97M-V/def2-TZVPD" energy_ha=-2396.98606 relative_energy_kcal_mol=0.00 total_charge=+2
Bi 0.043 0.351 -0.781 0.090 0.197 -0.048
N -1.595 0.624 2.334 -0.020 0.065 -0.013
C -0.282 0.521 2.544 -0.007 -0.018 -0.037
N 0.131 0.549 3.796 0.008 -0.005 0.003
C 1.433 0.383 4.014 0.009 0.015 -0.004
N 1.896 0.485 5.244 -0.014 -0.003 0.004
N 2.334 0.088 3.032 -0.015 0.002 -0.018
C 1.869 0.065 1.826 -0.005 -0.003 0.020
N 0.572 0.327 1.468 0.036 -0.012 0.053
C 2.836 -0.326 0.763 0.022 0.020 0.007
C 4.191 -0.427 1.027 -0.003 -0.010 -0.030
C 5.034 -0.814 -0.005 -0.012 0.003 0.011
C 4.499 -1.084 -1.256 0.005 0.000 0.001
C 3.134 -0.953 -1.435 -0.017 -0.026 -0.006
N 2.320 -0.589 -0.440 -0.001 -0.064 0.015
H -2.127 0.849 3.163 0.005 -0.007 0.013
H -1.952 0.964 1.441 0.021 -0.021 0.000
H 1.267 0.703 5.999 0.001 0.001 0.005
H 2.878 0.357 5.427 0.002 -0.001 -0.004
H 4.561 -0.203 2.016 0.000 0.001 0.002
H 6.099 -0.899 0.166 -0.001 0.000 -0.002
H 5.125 -1.385 -2.084 0.000 -0.001 0.004
H 2.677 -1.142 -2.400 0.005 0.002 0.009
C -1.228 -5.025 -0.014 -0.006 0.016 -0.002
N -1.400 -4.176 1.169 0.009 -0.008 0.012
C -2.824 -3.869 1.340 0.008 0.005 -0.015
N -3.419 -3.250 0.154 -0.006 0.000 -0.003
C -3.206 -4.119 -1.006 0.019 0.010 0.005
N -1.791 -4.430 -1.227 -0.010 0.004 -0.001
C -1.036 -3.281 -1.686 0.000 0.019 0.032
P -1.109 -1.992 -0.352 -0.036 -0.031 -0.018
C -0.579 -2.981 1.122 -0.007 0.030 -0.042
C -2.939 -1.899 -0.066 0.044 -0.007 0.002
H -1.740 -5.968 0.171 -0.002 -0.005 0.000
H -0.168 -5.232 -0.165 -0.001 0.000 0.001
H -2.955 -3.212 2.201 0.000 0.001 0.003
H -3.349 -4.803 1.536 -0.004 -0.001 -0.001
H -3.623 -3.650 -1.897 0.001 -0.001 0.001
H -3.735 -5.055 -0.830 -0.001 -0.004 0.000
H -1.467 -2.876 -2.604 -0.004 -0.010 -0.007
H 0.002 -3.556 -1.880 0.001 -0.012 -0.006
H -0.721 -2.384 2.025 -0.001 -0.010 0.012
H 0.478 -3.241 1.034 -0.001 -0.014 0.009
H -3.418 -1.450 -0.937 -0.019 -0.005 -0.004
H -3.132 -1.270 0.803 -0.014 -0.007 0.002
F -4.855 3.534 -4.207 -0.008 0.001 -0.001
C -4.122 2.992 -3.253 0.001 0.011 0.023
C -4.021 3.611 -2.012 -0.007 -0.006 -0.025
F -4.665 4.740 -1.788 -0.002 -0.002 -0.004
C -3.243 3.051 -1.012 0.023 -0.012 0.026
F -3.155 3.644 0.175 -0.002 0.004 -0.010
C -2.555 1.861 -1.222 -0.006 0.021 -0.010
O -1.820 1.295 -0.235 -0.074 -0.102 0.059
C -2.682 1.268 -2.469 -0.002 -0.014 -0.005
F -2.006 0.091 -2.677 -0.006 0.000 -0.015
C -3.446 1.805 -3.486 0.002 -0.005 -0.005
F -3.524 1.194 -4.658 0.002 -0.004 0.001

No. 5
55
Properties=species:S:1:pos:R:3:forces:R:3 method="wB97M-V/def2-TZVPD" energy_ha=-2271.42672 relative_energy_kcal_mol=42.76
C 1.467 4.142 -1.392 0.062 0.033 0.037
C 0.522 3.705 -0.582 -0.087 -0.020 -0.022
C -0.907 3.503 -0.996 0.038 0.624 -0.022
N -1.460 2.209 -0.660 -0.581 -0.106 0.801
C -1.102 1.045 -1.378 0.138 -0.586 -0.287
C -2.121 0.280 -1.940 0.192 -0.096 -0.175
C -1.822 -0.870 -2.634 0.115 -0.045 -0.090
C -0.497 -1.290 -2.786 -0.095 0.163 0.070
O -0.319 -2.429 -3.494 -0.349 0.131 0.099
C 0.995 -2.906 -3.706 0.320 -0.126 0.007
C 0.519 -0.525 -2.223 0.093 -0.301 -0.192
C 0.215 0.631 -1.522 -0.209 0.192 0.077
S -2.203 2.046 0.802 0.219 -0.002 0.337
O -3.008 3.205 1.044 0.272 0.171 0.023
O -2.798 0.744 0.857 0.177 -0.048 -0.122
C -0.849 2.042 1.988 -0.570 0.013 -0.286
C -0.675 3.030 2.940 -0.115 -0.015 -0.121
C 0.408 2.960 3.800 0.133 -0.141 -0.009
C 1.311 1.905 3.705 -0.259 -0.109 -0.274
Cl 2.655 1.853 4.766 0.173 0.173 0.234
C 1.136 0.910 2.737 -0.194 0.171 0.006
C 2.040 -0.266 2.593 0.118 -0.100 0.402
O 2.604 -0.845 3.481 -0.093 0.067 -0.153
O 2.080 -0.628 1.302 -0.081 0.135 -0.288
C 2.687 -1.863 0.951 0.299 -0.545 -0.061
C 1.677 -2.753 0.213 0.149 0.571 0.374
O 2.025 -3.485 -0.690 0.231 -0.278 -0.157
N 0.419 -2.637 0.662 -0.343 0.167 0.312
C -0.693 -3.349 0.115 -0.106 -0.182 -0.128
C -2.045 -2.704 0.104 -0.007 0.014 -0.127
C -1.762 -3.838 1.046 0.004 -0.184 0.013
C 0.037 0.994 1.885 0.196 -0.044 0.141
H 2.479 4.297 -1.058 0.174 0.036 0.121
H 1.265 4.370 -2.426 -0.099 0.009 -0.243
H 0.741 3.482 0.454 0.149 0.020 0.093
H -1.544 4.225 -0.475 0.113 0.105 -0.237
H -1.010 3.657 -2.075 -0.068 -0.004 0.108
H -3.143 0.600 -1.815 -0.126 0.018 -0.022
H -2.601 -1.465 -3.083 -0.110 -0.085 -0.046
H 1.485 -3.171 -2.766 -0.065 0.058 -0.100
H 0.883 -3.800 -4.318 0.046 0.061 0.012
H 1.600 -2.173 -4.248 -0.035 0.008 -0.015
H 1.551 -0.824 -2.314 0.115 -0.070 -0.040
H 1.014 1.218 -1.093 0.053 -0.011 0.054
H -1.388 3.838 2.993 -0.044 0.133 0.065
H 0.564 3.718 4.551 0.026 0.060 0.062
H 3.046 -2.373 1.854 -0.058 0.078 -0.193
H 3.534 -1.669 0.289 -0.193 -0.029 0.064
H 0.213 -2.011 1.425 0.187 -0.001 -0.103
H -0.385 -3.966 -0.717 -0.115 0.009 0.031
H -2.679 -2.895 -0.747 -0.036 -0.056 -0.100
H -2.158 -1.707 0.504 0.091 0.101 0.094
H -2.207 -4.801 0.852 -0.032 -0.081 -0.056
H -1.660 -3.611 2.097 0.074 0.087 0.091
H -0.135 0.245 1.129 0.113 -0.143 -0.057